Computed, not measured: a 2-piece molecular cluster, C3H9ClN3 overall, with ωB97M-V/def2-TZVPD.

Element x y z (Å)
C 1.956 0.511 -1.958
C -0.903 0.594 -0.333
C 0.101 -0.231 0.440
N 1.557 -0.684 -2.089
N 0.838 0.455 1.395
N -1.300 -0.569 0.614
Cl 3.428 1.098 -2.636
H -0.877 0.323 -1.319
H -1.336 1.578 -0.028
H 0.823 -0.663 -0.275
H 2.141 -1.347 -2.607
H 1.448 -0.181 1.869
H 0.436 1.201 1.964
H -2.019 -0.460 1.342
H -1.530 -1.551 0.261
H 1.365 1.200 -1.379

* lowest unoccupied orbital energy: -3.38 eV
* ΔE to the lowest compared entry with this formula, charge and spin: 282.0 kJ/mol
* spin multiplicity: 1
* gap between HOMO and LUMO: 10.83 eV
* net charge: +1

---

Computed, not measured: a 2-piece molecular cluster, ClH4N3 overall, with ωB97M-V/def2-TZVPD.

Element x y z (Å)
N -0.584 -0.812 0.692
N 0.293 0.139 -1.112
N -0.621 0.195 -0.214
Cl 0.315 2.030 1.307
H 0.245 -1.283 0.612
H -1.287 -1.039 1.375
H 0.359 0.870 -1.743
H 1.278 -0.100 -0.917

* lowest unoccupied orbital energy (spin up / spin down): -0.93 / -0.92 eV
* ΔE to the lowest compared entry with this formula, charge and spin: 151.2 kJ/mol
* spin multiplicity: 1
* gap between HOMO and LUMO (spin up / spin down): 7.44 / 7.44 eV
* net charge: 0

---

Computed, not measured: one molecule with the formula C6H12N2O, with ωB97M-V/def2-TZVPD.

Element x y z (Å)
C -0.337 -1.678 -1.638
C 1.330 1.706 0.522
C -2.039 0.127 1.042
C 0.795 -0.713 0.135
C 0.392 0.561 0.289
C -1.062 0.886 0.173
N 2.073 -1.167 0.361
O -0.069 -1.722 -0.232
N -1.525 1.790 -0.627
H 2.552 -0.644 1.088
H 2.048 -2.162 0.577
H -0.769 2.221 -1.168
H 0.319 -0.992 -2.190
H -1.378 -1.379 -1.791
H -0.201 -2.684 -2.045
H 2.190 1.642 -0.154
H 1.692 1.703 1.554
H 0.855 2.674 0.338
H -1.531 -0.359 1.879
H -2.785 0.818 1.445
H -2.551 -0.630 0.440

* lowest unoccupied orbital energy: 0.78 eV
* ΔE to the lowest compared entry with this formula, charge and spin: 145.6 kJ/mol
* spin multiplicity: 1
* gap between HOMO and LUMO: 8.85 eV
* net charge: 0

---

Computed, not measured: a 2-piece molecular cluster, C5H15N overall, with ωB97M-V/def2-TZVPD.

Element x y z (Å)
C -2.011 0.624 -1.544
C -2.381 -0.411 -0.521
C -1.887 -1.814 -0.735
H -2.606 0.531 -2.408
H -2.366 1.569 -1.151
H -0.979 0.678 -1.795
H -1.989 -0.117 0.573
H -3.424 -0.361 -0.408
H -2.223 -2.481 0.030
H -0.697 -1.797 -0.934
H -2.171 -2.298 -1.649
C 3.297 0.870 0.920
C 1.964 0.223 0.647
N 1.240 0.551 1.846
H 3.441 1.867 0.573
H 4.057 0.220 0.268
H 3.565 0.763 2.008
H 2.100 -0.914 0.807
H 1.580 0.372 -0.294
H 0.237 0.348 1.730
H 1.252 1.577 2.037

* lowest unoccupied orbital energy: 1.03 eV
* ΔE to the lowest compared entry with this formula, charge and spin: 130.0 kJ/mol
* spin multiplicity: 1
* gap between HOMO and LUMO: 10.38 eV
* net charge: 0